Entry 1:
The following is a DFT calculation (wB97M-V/def2-TZVPD) of the molecule C21H34N4O5S.

Results
- E_LUMO: 0.40 eV
- Frontier orbital gap: 8.85 eV
- Net charge: 0
- SMILES string: CC(=O)Nc1ccc(S(=O)(=O)N[C@H](CC(=O)NCCCN2CCOCC2)C(C)C)cc1

The geometry in XYZ format:
```
65
C21H34N4O5S wB97M-V/def2-TZVPD
C -7.81 -0.09 0.61
C -6.52 -0.33 -0.15
O -6.37 -1.25 -0.92
N -5.56 0.60 0.14
C -4.26 0.71 -0.35
C -3.46 1.74 0.16
C -2.16 1.89 -0.28
C -1.66 1.03 -1.24
C -2.45 0.01 -1.76
C -3.75 -0.15 -1.32
H -4.37 -0.94 -1.71
H -2.02 -0.64 -2.50
S 0.02 1.24 -1.78
O 0.42 0.05 -2.49
O 0.16 2.49 -2.47
N 0.80 1.37 -0.33
H 0.82 0.51 0.19
C 2.00 2.18 -0.25
H 1.69 3.18 -0.57
C 3.08 1.71 -1.25
C 3.65 0.33 -0.94
O 4.58 0.17 -0.17
N 3.05 -0.68 -1.59
H 2.25 -0.49 -2.18
C 3.55 -2.04 -1.56
H 4.23 -2.17 -2.42
H 4.15 -2.15 -0.66
C 2.44 -3.09 -1.65
H 2.82 -3.93 -2.23
H 1.60 -2.67 -2.20
C 1.96 -3.68 -0.31
N 1.15 -2.86 0.57
C 1.87 -1.84 1.31
C 0.93 -1.23 2.34
O -0.22 -0.68 1.73
C -0.92 -1.70 1.04
C -0.05 -2.32 -0.05
H -0.59 -3.14 -0.52
H 0.16 -1.56 -0.81
H -1.81 -1.23 0.61
H -1.23 -2.48 1.76
H 1.41 -0.40 2.87
H 0.62 -2.00 3.06
H 2.72 -2.30 1.81
H 2.24 -1.03 0.66
H 1.35 -4.56 -0.54
H 2.82 -4.01 0.27
H 2.62 1.70 -2.24
H 3.90 2.42 -1.25
C 2.49 2.24 1.21
C 3.73 3.13 1.34
H 3.56 4.09 0.88
H 4.59 2.65 0.89
H 3.95 3.28 2.40
C 1.37 2.75 2.11
H 1.08 3.76 1.82
H 0.49 2.10 2.04
H 1.70 2.77 3.14
H 2.76 1.23 1.52
H -1.53 2.67 0.10
H -3.86 2.41 0.91
H -5.81 1.31 0.82
H -8.53 -0.85 0.34
H -8.21 0.89 0.36
H -7.63 -0.13 1.68
```

Entry 2:
The following is a DFT calculation (wB97M-V/def2-TZVPD) of a structure of composition C21H35BNiO2P2 in a non-equilibrium geometry.

Results
- E_LUMO (alpha / beta): 0.54 / 0.00 eV
- Frontier orbital gap (alpha / beta): 4.12 / 7.56 eV
- Net charge: 0
- ⟨S²⟩: 2.0163
- Multiplicity: 3

The geometry in XYZ format:
```
62
C21H35BNiO2P2 wB97M-V/def2-TZVPD
P 0.23 -1.95 0.16
P -0.08 1.30 0.53
C -0.04 -0.87 -1.29
C 0.34 0.60 -1.11
H -1.09 -0.97 -1.58
H 0.57 -1.30 -2.08
H 1.42 0.76 -1.27
H -0.18 1.20 -1.85
C -1.72 2.05 0.35
H -1.93 2.61 1.26
H -2.47 1.25 0.24
H -1.75 2.71 -0.53
C 1.06 2.64 0.88
H 1.00 3.41 0.10
H 2.09 2.25 0.93
H 0.80 3.06 1.86
C -0.89 -3.36 0.12
H -0.65 -3.98 0.99
H -0.79 -3.95 -0.80
H -1.92 -3.00 0.22
C 1.92 -2.61 0.01
H 2.64 -1.78 0.10
H 2.05 -3.12 -0.95
H 2.08 -3.32 0.83
Ni -0.02 -0.48 1.55
C 0.56 1.26 -4.13
C -0.78 1.34 -3.99
C -1.74 0.64 -4.89
C -1.34 -0.81 -5.31
C -0.63 -1.62 -4.28
C 0.71 -1.75 -4.19
C 1.69 -0.92 -4.96
C 1.28 0.55 -5.24
C 0.11 -1.46 3.55
H 1.23 1.83 -3.47
H -1.24 2.06 -3.30
H -1.91 1.21 -5.82
H -2.71 0.60 -4.37
H -2.29 -1.33 -5.52
H -0.77 -0.76 -6.25
H -1.29 -2.21 -3.64
H 1.16 -2.56 -3.60
H 1.92 -1.38 -5.94
H 2.64 -0.93 -4.39
H 2.22 1.10 -5.38
H 0.70 0.60 -6.17
H 1.01 -1.73 4.13
H 0.26 -1.92 2.55
H -0.75 -1.99 3.99
O -1.37 0.56 4.29
B -0.12 0.10 3.69
O 0.98 0.92 4.22
C 0.45 1.50 5.34
C 1.17 1.79 6.49
C 0.49 1.75 7.71
C -0.89 1.49 7.77
C -1.64 1.28 6.61
C -0.96 1.26 5.39
H 2.24 1.96 6.43
H 1.05 1.91 8.63
H -1.39 1.43 8.73
H -2.70 1.05 6.63
```

Energy, respectively: -1814.05902, -3187.40245 Ha.